[1]
Density functional theory data (the ωB97M-V functional and the def2-TZVPD basis) for a structure of composition C19H21N5O2W.

Cartesian coordinates (Å):
C -0.007 3.104 -0.419
H 1.146 2.203 -2.954
H 2.236 0.035 -3.359
O 0.731 -2.784 1.420
H 0.596 4.798 0.633
O 2.381 0.957 1.696
H -1.113 3.718 3.857
C -2.202 0.166 2.963
C -1.479 2.719 3.632
C -0.978 -1.055 -3.029
H -1.343 2.307 -2.691
N 1.734 -1.242 -0.995
C 2.721 -1.844 -1.122
C -0.842 1.353 -2.817
H 4.671 -2.139 -1.773
H 0.071 2.369 2.165
C 0.120 4.527 -0.319
C -0.791 1.948 2.683
C -1.596 0.193 -2.847
C 0.551 1.301 -2.970
H -3.292 -1.576 3.107
H 4.373 -2.537 -0.060
C -4.218 -1.972 -0.429
C 0.403 -1.108 -3.229
N -1.925 -0.761 -0.380
H 3.780 -3.616 -1.356
H -2.674 0.258 -2.749
N -0.187 1.950 -0.321
N -2.540 -1.100 2.622
C -2.984 0.874 3.918
H -1.945 -1.626 1.991
H -1.559 -1.967 -3.055
C -2.595 2.163 4.270
N -1.126 0.699 2.372
H -4.971 -1.250 -0.086
C 0.208 -1.857 0.993
H -0.877 4.986 -0.370
H 0.871 -2.066 -3.411
H 0.726 4.917 -1.148
H -4.162 -2.817 0.269
C 1.523 0.477 1.114
H -3.835 0.354 4.357
H -3.142 2.718 5.034
C 1.166 0.069 -3.200
C -2.942 -1.323 -0.508
H -4.515 -2.347 -1.418
C 3.952 -2.573 -1.070
W -0.025 -0.041 -1.447

- HOMO-LUMO gap (alpha / beta) (eV) = 6.09 / 6.68
- expectation value of S² = 2.216
- total charge = +4
- E_LUMO (alpha / beta) (eV) = -15.3 / -15.2
- multiplicity = 3

[2]
Density functional theory data (the ωB97M-V functional and the def2-TZVPD basis) for a cluster of 2 separate species, C4H6O3S in total.

Cartesian coordinates (Å):
O 1.282 -1.362 0.071
H -0.446 1.233 1.260
S 1.591 1.229 0.006
H -0.453 2.179 -0.170
C 2.069 -0.353 -0.224
H -0.364 -0.078 -1.476
C -0.224 -1.182 0.487
C -0.122 1.168 0.238
H -0.870 -2.053 0.227
O -2.258 -0.193 -0.500
H -2.447 1.114 -0.561
O 3.245 -0.566 -0.482
H -0.271 -1.028 1.515
C -0.731 -0.109 -0.391

- HOMO-LUMO gap (eV) = 9.57
- E_LUMO (eV) = -0.3

[3]
Density functional theory data (the ωB97M-V functional and the def2-TZVPD basis) for an isolated molecule of C3H7NO2S.

Cartesian coordinates (Å):
H 2.071 1.606 2.032
H -1.207 0.568 0.464
O 1.190 1.635 1.594
H -0.762 -1.935 0.435
S -1.436 -1.533 -1.887
C -0.183 0.316 0.069
N 0.164 1.158 -1.014
O 0.849 -0.505 2.216
H 0.820 -1.651 -0.648
H -0.346 1.020 -1.875
H 0.903 1.864 -1.018
C -0.217 -1.314 -0.389
C 0.792 0.399 1.321
H -2.638 -1.630 -1.302

- HOMO-LUMO gap (eV) = 9.48
- E_LUMO (eV) = 0.5

[4]
Density functional theory data (the ωB97M-V functional and the def2-TZVPD basis) for a structure of composition C19H36Cl2F3O2Si4TeY.

Cartesian coordinates (Å):
C -1.755 -3.268 -2.907
C 1.537 1.905 -0.101
H 0.872 -3.142 2.958
Y 0.170 0.599 2.568
F 1.642 2.813 4.406
O -1.428 1.782 1.789
H -1.794 3.025 -2.315
H 2.167 3.031 -3.156
H -4.280 0.920 -3.421
H 1.369 -3.440 -1.956
Si -2.503 0.725 -1.701
Te 0.053 -1.538 0.505
C 2.684 -0.508 4.038
C -3.616 -0.024 -0.389
C -3.291 0.454 -3.388
H -2.694 0.891 -4.191
H -3.277 3.041 -1.348
C 0.240 -1.755 4.460
H -3.733 1.866 4.146
H 2.225 2.753 -0.079
H 1.952 1.164 0.595
H -1.731 2.804 -0.554
H 1.285 -3.977 -3.640
H 4.078 -1.485 2.003
H -1.738 -3.628 -1.875
H -0.714 -2.244 4.606
Si 1.413 1.102 -1.799
C 3.007 0.154 -2.107
H 2.814 -2.574 1.423
H 3.859 0.818 -1.931
H 3.077 -0.214 -3.132
F 3.122 2.178 2.932
C 2.376 -1.649 3.306
H -4.474 0.628 -0.211
H 3.619 0.008 3.866
C -0.385 -1.457 -4.982
Cl -2.626 -0.177 3.667
H 2.171 -2.505 -3.223
H -3.975 -1.005 -0.712
H 3.873 -3.069 2.752
H 2.060 0.890 5.542
C 1.774 2.453 3.058
H -3.080 -0.167 0.551
C 1.137 -2.264 3.535
Cl -1.466 2.257 4.730
C 0.565 -0.610 5.195
C -2.776 1.606 3.713
H -3.417 -0.610 -3.599
Si -0.410 -0.352 -1.681
C -2.579 2.124 2.277
C -2.295 2.572 -1.458
C 3.339 -2.224 2.311
H 1.055 2.027 -4.092
C 1.286 -3.098 -2.990
C 1.795 0.001 4.989
F 1.619 3.645 2.404
C 1.244 2.447 -3.101
H 0.429 3.133 -2.868
H -1.720 -4.136 -3.570
H -1.324 -0.928 -5.151
H 0.560 2.270 0.238
O -3.453 2.777 1.773
H -2.708 -2.758 -3.068
H -0.127 -0.201 5.919
Si -0.299 -2.123 -3.226
H 3.091 -0.698 -1.429
H 0.433 -0.764 -5.190
H -0.324 -2.271 -5.710

- HOMO-LUMO gap (eV) = 7.20
- E_LUMO (eV) = -0.3

[5]
Density functional theory data (the ωB97M-V functional and the def2-TZVPD basis) for a cluster of 2 separate species, C6H11NOS in total.

Cartesian coordinates (Å):
H 1.901 2.690 -2.065
N 1.014 -1.229 -1.381
H 1.917 -1.679 -1.339
C -1.744 -2.161 0.665
C 1.719 1.217 -0.451
H 2.023 3.236 0.385
C -1.630 -0.710 0.505
H -2.258 -0.041 -0.049
C -1.784 -1.231 1.859
S 0.772 -0.188 -0.068
H -2.646 -2.663 0.332
C 1.179 2.225 -1.408
H -0.919 -1.231 2.505
H -2.721 -1.061 2.378
H 0.846 -0.805 -2.280
H 0.209 2.090 -1.867
H -0.854 -2.757 0.539
O 1.370 -0.861 1.062
H 0.346 2.615 0.626
C 1.262 2.545 0.052

- HOMO-LUMO gap (alpha / beta) (eV) = 8.20 / 6.79
- E_LUMO (alpha / beta) (eV) = 0.1 / -0.7

Energy above the lowest of the compared OMol25 structures with the same formula, charge and spin, respectively: 0.0 73.9 43.4 3.3 157.1 kcal/mol.